1.
Entry from OMol25: a molecular structure, C20H28NO3Os at a distorted geometry (ωB97M-V with the def2-TZVPD basis set).

- net charge = +1
- multiplicity = 5
- HOMO energy (spin up / spin down) (eV) = -10.14 / -11.62

```
53
Properties=species:S:1:pos:R:3:forces:R:3:nbo_charge:R:1
O -0.964350 -2.183812 -3.883462 0.2 -0.8 -0.4 -0.5666
C -0.665535 -3.610104 -4.000458 0.0 -0.2 0.2 -0.0626
C -0.710922 -3.602453 -5.536826 -0.1 0.6 0.7 -0.4588
H -1.454190 -4.224882 -3.543156 0.3 0.2 0.1 0.1789
H 0.324511 -3.853927 -3.590147 -0.3 0.1 0.1 0.1746
C -1.064530 -2.100354 -5.334460 0.0 -0.2 -1.0 0.2714
H -1.518011 -4.203013 -5.966091 0.3 0.1 0.0 0.2163
H 0.257093 -3.776457 -6.015763 -0.3 -0.1 0.0 0.2143
C -2.465659 -1.769903 -5.801198 -0.1 0.2 0.1 -0.6269
H -3.197246 -2.485522 -5.412131 0.1 0.1 0.0 0.2150
H -2.500750 -1.802806 -6.896605 0.0 0.0 0.2 0.2191
H -2.744096 -0.760650 -5.482476 -0.1 -0.1 0.0 0.2131
C -0.046550 -1.148793 -5.922105 0.0 0.2 0.0 -0.6263
H 0.969565 -1.403036 -5.603933 -0.1 0.0 0.0 0.2125
H -0.275726 -0.122903 -5.615884 0.1 -0.1 0.0 0.2114
H -0.090345 -1.195547 -7.016308 0.0 0.0 0.2 0.2204
Os 0.329604 2.037221 3.504137 3.4 -5.3 3.9 1.2184
C 2.392205 2.575978 3.651269 0.4 0.3 -0.5 -0.3317
C 2.670967 1.313855 4.305240 1.1 -0.9 -0.4 -0.1445
C 2.559934 0.276345 3.341314 0.6 0.4 0.2 -0.2259
H 2.979726 1.170762 5.338730 -0.3 0.2 -0.4 0.2634
C 2.293790 0.859937 2.089584 1.1 -0.6 -0.6 -0.1414
C 2.113055 2.270874 2.263590 0.7 0.0 0.1 -0.3109
H 2.036962 2.994923 1.457148 0.2 -0.2 0.3 0.2552
H 2.500190 3.574854 4.055573 0.4 -0.2 0.0 0.2723
H 2.715577 -0.790409 3.518231 -0.1 0.5 0.0 0.2549
H 2.325902 0.352060 1.124435 -0.2 0.2 0.5 0.2462
C -0.963325 3.630524 3.977696 -1.9 2.6 0.0 -0.2814
C -0.247830 3.902429 2.777270 -0.8 2.4 0.4 -0.2775
C -0.569278 2.881619 1.836792 -1.0 0.1 -2.2 -0.2928
H 0.426440 4.741159 2.612469 -0.2 -0.3 0.0 0.2774
C -1.501132 2.000168 2.444226 -2.1 0.4 -1.3 -0.2611
C -1.725629 2.437138 3.775340 -1.1 0.7 0.0 -0.2402
H -2.348748 1.932057 4.497705 0.1 0.1 0.1 0.2886
H -0.935772 4.243464 4.875775 0.0 -0.3 -0.2 0.2884
H -0.199015 2.814306 0.812824 -0.2 0.1 0.5 0.2780
H -1.954580 1.132895 1.986559 0.2 0.0 0.1 0.2946
O -0.100829 -0.168429 1.286884 -0.1 -0.2 -0.6 -0.5826
C -0.042121 0.182326 -0.121842 -0.4 0.2 0.0 -0.0761
C 0.268042 -1.093936 -0.890005 0.4 -0.1 0.4 -0.4350
H 0.710392 0.971629 -0.277538 -0.1 -0.2 0.1 0.1724
H -1.018773 0.601439 -0.417137 0.2 -0.1 0.1 0.1794
C -0.318468 -2.180896 0.022658 -0.5 0.5 0.0 -0.4326
H 1.359407 -1.206239 -0.942221 -0.2 -0.1 -0.1 0.1992
H -0.148859 -1.100308 -1.898167 0.1 0.0 0.1 0.2708
C -0.095848 -1.607443 1.420831 0.3 -0.2 0.2 -0.0640
H 0.131575 -3.163818 -0.114165 -0.1 0.1 0.0 0.2354
H -1.398880 -2.240667 -0.157261 0.2 -0.2 -0.1 0.2135
H 0.882466 -1.919124 1.826952 -0.2 0.1 -0.1 0.1687
H -0.875271 -1.888336 2.144020 0.2 0.1 -0.2 0.1972
O 0.842688 2.937335 7.447801 -0.4 -1.3 -1.8 -0.5111
C 0.631159 2.246871 6.496639 0.2 0.8 1.4 0.8061
N 0.421020 1.521598 5.547648 -0.1 0.6 -0.3 -0.7773
```
Positions in Å, forces in eV/Å.

=====

2.
Entry from OMol25: a molecular structure, C48H55N6P2PdS2 at a distorted geometry (ωB97M-V with the def2-TZVPD basis set).

- net charge = +3
- HOMO energy (spin up / spin down) (eV) = -14.13 / -14.13

```
114
Properties=species:S:1:pos:R:3:forces:R:3:mulliken_charge:R:1
Pd -0.133383 0.108000 0.032498 -1.0 0.1 -0.9 -0.2005
S -2.443493 4.490348 3.113973 0.3 -0.5 0.6 -0.0959
C -2.941959 5.567958 4.326020 0.1 -0.1 0.5 -0.3517
C -2.673376 5.103603 5.589609 -0.4 0.7 -0.5 -0.6932
C -2.057577 3.851749 5.586733 0.3 -0.6 -0.9 -0.4330
C -1.845256 3.356003 4.311790 -0.6 1.1 0.2 0.3420
C -1.237142 2.119293 3.926996 0.4 -0.9 -0.1 1.0611
C -1.057493 1.796828 2.558899 -0.2 0.3 0.5 -1.3965
N -0.495046 0.690581 2.140954 0.3 -0.4 0.4 1.5037
C -0.064847 -0.227094 3.034569 -0.2 0.4 0.8 -0.8241
C -0.212854 -0.011622 4.431667 0.1 -0.1 -0.8 0.9974
C 0.240634 -1.012175 5.345203 0.2 -0.3 0.0 -1.1841
C 0.837849 -2.143478 4.907261 -0.2 0.3 0.2 -1.1454
C 1.019790 -2.385378 3.512132 -0.2 0.4 -0.6 0.6644
C 1.658529 -3.526683 3.029942 -0.1 0.1 -0.7 -1.1924
C 1.786251 -3.742961 1.656680 -0.4 0.8 0.6 0.9410
C 1.252975 -2.739852 0.808928 0.3 -0.5 -0.1 -1.9922
N 0.684163 -1.638469 1.243018 -0.4 0.7 0.0 2.3393
C 0.546717 -1.431304 2.572492 0.3 -0.5 0.2 -1.1635
C 2.423183 -4.914056 1.129627 0.6 -1.1 -0.3 0.2410
C 2.640488 -5.265444 -0.193184 -0.2 0.4 0.8 -0.4921
C 3.291756 -6.491190 -0.334033 0.3 -0.7 0.4 -0.6281
C 3.574453 -7.083190 0.875379 -0.1 0.2 -0.5 -0.3603
S 3.052638 -6.159355 2.195990 -0.3 0.6 -0.6 -0.1673
C -0.795643 1.179641 4.859022 -0.2 0.3 -0.6 -1.0520
H -3.409349 6.491152 4.045309 -0.1 0.2 0.0 0.4627
H -2.913101 5.651529 6.480930 -0.1 0.1 0.2 0.4486
H -1.772678 3.339195 6.486611 0.1 -0.1 0.2 0.4190
H -1.417284 2.490444 1.805937 0.1 0.0 -0.1 -0.0464
H 0.091452 -0.839487 6.398988 0.0 0.0 0.2 0.5434
H 1.180204 -2.893175 5.602777 0.0 -0.1 0.1 0.5543
H 2.056837 -4.245897 3.729905 0.0 -0.1 0.1 0.5269
H 1.299072 -2.863444 -0.266906 0.0 0.0 0.0 0.1241
H 2.342393 -4.666308 -1.034429 -0.1 0.2 -0.2 0.4652
H 3.550216 -6.935188 -1.278394 0.0 -0.1 -0.1 0.4308
H 4.063593 -8.023971 1.042204 0.1 -0.2 0.0 0.4817
H -0.908177 1.363723 5.915601 0.0 0.0 0.1 0.4372
C -4.816420 -2.348645 0.452295 0.1 -0.1 -0.2 -1.6885
C -3.666456 -1.490730 1.001014 0.6 0.5 0.2 0.8159
C -4.168839 -0.243816 1.729868 0.2 0.1 0.1 -1.4161
P -2.377830 -0.950576 -0.234990 0.7 -0.7 -0.2 1.5042
C -1.842785 -2.443416 -1.259080 0.4 0.2 -0.2 1.7371
C -1.807449 -3.711493 -0.412608 0.0 0.2 0.2 -1.6818
C -2.611473 -2.674121 -2.556434 0.0 0.1 0.1 -1.4570
C -3.139414 0.160122 -1.456915 -0.4 -0.2 0.5 -0.7723
C -4.482187 0.230109 -1.758901 0.6 -0.2 0.5 -0.2493
C -4.962707 1.056423 -2.784919 -0.1 0.1 -0.1 0.4999
C -6.413252 1.167153 -3.059316 0.0 -0.2 0.0 -1.6652
C -4.033326 1.786552 -3.545754 0.6 0.2 -0.2 -1.1909
C -2.693760 1.734973 -3.271839 -0.3 0.3 -0.6 -0.3696
C -2.202750 0.954540 -2.188207 0.6 -0.1 -0.2 -0.6027
N -0.930111 0.999522 -1.800764 -0.1 -1.3 1.9 1.1531
C 0.085238 1.551101 -2.549660 1.1 1.2 -1.4 0.4115
C 0.581851 0.895410 -3.706911 -0.6 0.2 0.1 0.8735
C 0.057976 -0.445476 -4.113465 -0.1 0.0 0.0 -1.5535
C 1.581537 1.502036 -4.436680 0.0 0.3 0.2 -0.8119
C 2.092705 2.758416 -4.097468 -0.3 -0.1 0.3 0.9269
C 3.133172 3.398010 -4.941405 0.2 0.1 -0.2 -1.6444
C 1.604918 3.381571 -2.947338 -0.2 -0.2 -0.4 -1.0450
C 0.634587 2.795398 -2.154114 -0.2 -0.4 0.3 0.4975
C 0.090216 3.481741 -0.938862 -0.1 -0.1 0.1 -1.3458
H -4.839562 -3.318307 0.942509 0.0 -0.1 0.0 0.3070
H -4.744154 -2.519218 -0.617427 -0.1 -0.1 -0.1 0.4101
H -5.769439 -1.866662 0.653102 -0.1 0.1 0.0 0.4708
H -3.082670 -2.082676 1.718894 0.0 0.1 -0.2 0.6702
H -4.684207 0.430765 1.049215 -0.1 0.1 0.0 0.3298
H -3.342152 0.301311 2.189042 -0.1 0.0 0.1 0.1973
H -4.865861 -0.531622 2.514331 0.0 0.0 0.0 0.5556
H -0.800210 -2.175742 -1.520048 -0.4 -0.1 0.1 -0.8181
H -2.811216 -4.082796 -0.226497 -0.1 0.0 0.1 0.3240
H -1.311069 -3.542889 0.542581 0.0 -0.1 0.1 0.3540
H -1.269157 -4.493623 -0.946453 0.1 0.0 0.0 0.5061
H -3.580909 -3.126542 -2.366888 -0.1 0.0 0.0 0.3806
H -2.052747 -3.369564 -3.181558 0.0 0.0 0.0 0.4415
H -2.757015 -1.753063 -3.117431 0.0 0.0 -0.2 0.3119
H -5.194411 -0.365271 -1.212281 -0.1 -0.1 0.1 0.4187
H -6.987906 0.435633 -2.498610 -0.1 0.0 0.0 0.4085
H -6.619232 1.045686 -4.122264 0.0 0.0 -0.1 0.4186
H -6.769218 2.164905 -2.792561 0.0 0.1 0.0 0.3876
H -4.390871 2.414348 -4.349310 0.0 0.1 0.0 0.5186
H -1.992693 2.326616 -3.842527 0.1 0.1 0.0 0.7212
H -0.055724 -1.101133 -3.249013 0.0 -0.1 0.0 -0.0213
H 0.733374 -0.912134 -4.824331 0.0 -0.1 0.0 0.5477
H -0.912806 -0.352290 -4.598958 -0.1 -0.1 0.0 0.3592
H 1.960817 1.002406 -5.315579 0.1 -0.1 -0.1 0.5706
H 2.794409 3.468470 -5.974803 0.0 0.0 0.0 0.4403
H 4.040769 2.793792 -4.956561 0.1 0.0 0.0 0.3300
H 3.379240 4.394392 -4.586952 0.1 0.1 0.0 0.4359
H 1.972363 4.365109 -2.691587 0.0 0.1 0.1 0.4645
H 0.787981 4.228076 -0.568975 0.0 0.1 0.1 0.4839
H -0.124520 2.749713 -0.143921 0.1 0.4 -0.2 -0.2579
H -0.844814 3.987112 -1.182984 -0.1 0.1 0.1 0.4724
C 5.271225 1.716646 0.967839 -0.2 -0.2 0.1 -0.9994
N 4.678676 0.454074 1.374292 0.5 -0.2 0.6 0.2191
C 5.051943 -0.587164 0.433869 -0.1 0.0 0.0 -0.9981
N 4.620225 -0.255887 -0.913186 0.5 -0.5 -0.5 0.2749
C 5.196841 1.018672 -1.306158 -0.2 -0.2 0.0 -1.0207
N 4.808575 2.048878 -0.363086 0.2 0.6 -0.2 0.2820
C 3.427811 2.394986 -0.424007 -0.6 1.0 -0.5 -1.3020
P 2.288970 0.936715 0.025222 0.7 -1.3 0.2 2.7643
C 3.267236 0.540765 1.599743 -0.8 -0.1 0.4 -1.0594
C 3.194532 -0.289742 -1.076647 -0.6 -0.1 -0.1 -0.9848
H 6.358520 1.612363 0.960660 -0.1 0.1 0.0 0.3641
H 4.988871 2.504521 1.669531 0.1 0.0 0.0 0.3856
H 4.607402 -1.535912 0.745030 0.0 0.0 0.0 0.3774
H 6.139543 -0.685697 0.433345 -0.1 0.0 0.0 0.3174
H 4.850870 1.285555 -2.307558 0.1 0.0 0.0 0.3602
H 6.284868 0.927599 -1.310522 -0.1 0.1 0.0 0.3208
H 3.180992 2.713758 -1.440642 0.1 0.0 0.3 0.1536
H 3.224352 3.216449 0.269468 -0.1 0.0 -0.1 0.5505
H 2.912150 -0.406325 2.015913 0.0 0.1 0.0 0.3757
H 3.069667 1.330452 2.332993 -0.1 -0.1 0.0 0.5192
H 2.947685 -0.062804 -2.120897 -0.1 -0.1 0.1 0.3691
H 2.834684 -1.297833 -0.845609 0.0 0.1 -0.1 0.1006
```
Positions in Å, forces in eV/Å.